Record 1
Density functional theory data (ωB97M-V/def2-TZVPD) for a single C12H10OS2 molecule in a non-equilibrium geometry.

Each line ends with the natural charge from an NBO analysis.
Atoms and positions in Å:
O -0.6410 -2.7746 0.7763  -0.94
S -0.3227 -1.9833 -0.3900  1.52
S -0.3209 -2.9205 -2.0308  -0.38
C -1.6338 -0.1959 -0.3730  -0.07
C -2.2569 0.3222 -1.4621  -0.30
C -2.9920 1.4917 -1.3010  -0.19
C -3.2344 1.9832 -0.0544  -0.22
C -2.5691 1.5454 1.0815  -0.20
C -1.6873 0.4582 0.9155  -0.25
C 1.1825 -1.2035 0.0475  -0.34
C 2.0705 -1.6579 1.0201  -0.18
C 3.2887 -1.1338 1.2671  -0.23
C 3.6237 0.0404 0.6271  -0.19
C 2.7522 0.5964 -0.3251  -0.22
C 1.5262 -0.0668 -0.6845  -0.17
H -1.8762 -0.2136 -2.3902  0.25
H -3.2200 2.0734 -2.2667  0.23
H -3.8006 2.9035 0.0194  0.22
H -2.5076 2.1189 2.0627  0.23
H -1.1123 0.2174 1.7850  0.23
H 1.6245 -2.6649 1.3665  0.25
H 3.7703 -1.4221 2.1911  0.23
H 4.5561 0.5782 0.6139  0.23
H 2.9635 1.4615 -1.0552  0.23
H 0.8169 0.4466 -1.4406  0.24

Summary:
- E_HOMO (eV) = -9.266
- M (g/mol) = 234.34
- orbital gap (eV) = 9.3215
- ΔE to the lowest compared entry with this formula, charge and spin (eV) = 1.223

---

Record 2
Density functional theory data (ωB97M-V/def2-TZVPD) for 2 unconnected molecules or ions with the total composition C2H2F2INO in a non-equilibrium geometry.

Each line ends with the natural charge from an NBO analysis.
Atoms and positions in Å:
C -3.1052 -1.0493 0.1767  0.85
C 0.5602 -1.4708 -0.1844  0.57
N -2.7721 -0.0177 0.6551  -0.77
O -3.0815 -2.0518 -0.3748  -0.51
F 0.3856 -1.6232 1.1250  -0.36
F 0.8337 -2.6978 -0.5864  -0.35
I 2.8714 -0.2732 0.0294  0.04
H 2.9937 1.1773 -0.4337  0.10
H -3.0982 0.7235 1.2291  0.43

Summary:
- E_HOMO (eV) = -9.182
- M (g/mol) = 220.94
- orbital gap (eV) = 9.4821
- ΔE to the lowest compared entry with this formula, charge and spin (eV) = 3.226

---

Record 3
Density functional theory data (ωB97M-V/def2-TZVPD) for 3 unconnected molecules or ions with the total composition C3H10O4 in a non-equilibrium geometry.

Each line ends with the natural charge from an NBO analysis.
Atoms and positions in Å:
O 2.3402 1.0799 2.9080  -0.51
C 1.4960 0.2989 2.5451  0.45
C 1.1928 0.3922 1.0021  -0.55
C 1.1086 -0.9455 0.3002  -0.09
O 0.3874 -1.0681 -1.0006  -0.72
H 0.9384 -0.4030 3.0894  0.13
H 1.9928 1.0499 0.5505  0.23
H 0.1859 0.9571 1.0616  0.24
H 0.5581 -1.7177 0.8995  0.19
H 2.1776 -1.3387 0.1374  0.17
H 0.7860 -0.2427 -1.3935  0.46
O -2.0550 1.3853 -3.2764  -0.91
H -2.4052 1.7554 -4.0709  0.46
H -1.4202 2.1296 -3.2196  0.46
O -2.3837 -0.9987 0.5236  -0.96
H -3.2159 -1.1125 0.0730  0.47
H -1.6836 -1.2214 -0.1293  0.49

Summary:
- E_HOMO (eV) = -9.949
- M (g/mol) = 110.11
- orbital gap (eV) = 10.4357
- ΔE to the lowest compared entry with this formula, charge and spin (eV) = 2.271

---

Record 4
Density functional theory data (ωB97M-V/def2-TZVPD) for a molecular structure, C31H38I2N7O3RuS3.

Each line ends with the natural charge from an NBO analysis.
Atoms and positions in Å:
Ru 0.4251 0.0722 0.2058  1.19
N 0.7092 -1.3416 4.4256  -0.76
C 0.7254 -1.0979 3.1201  0.72
O 0.2604 -0.0482 2.6412  -0.70
C 1.3486 -2.1116 2.1961  -0.54
C 0.7767 -1.9281 0.8079  -0.53
H 0.3437 -0.6520 5.0627  0.42
H 1.0821 -2.1962 4.8031  0.42
H 1.1876 -3.1311 2.5561  0.25
H 2.4275 -1.9349 2.2211  0.26
H -0.2750 -2.2261 0.7959  0.24
H 1.3163 -2.4770 0.0367  0.24
S 2.7348 -0.0875 0.2979  -0.01
C 3.3831 1.5238 0.0105  0.03
N 4.7152 1.6796 -0.0313  -0.32
C 5.2534 3.0356 -0.0663  -0.23
C 4.3737 3.9090 -0.9298  -0.23
N 2.9985 3.8357 -0.4516  -0.33
C 2.1576 5.0072 -0.7132  -0.25
C 1.9916 5.2491 -2.1944  0.02
C 2.6105 6.3349 -2.8000  -0.22
C 2.4746 6.5534 -4.1647  -0.19
C 1.7159 5.6845 -4.9314  -0.20
C 1.0929 4.5968 -4.3314  -0.20
C 1.2315 4.3767 -2.9705  -0.25
C 2.5194 2.6305 -0.0926  0.03
S 0.8315 2.4287 0.2653  -0.04
C 5.6832 0.5890 -0.1472  -0.23
C 6.3285 0.5831 -1.5131  -0.08
C 5.5389 0.6454 -2.6581  -0.18
C 6.1257 0.6406 -3.9125  -0.22
C 7.5076 0.5713 -4.0345  -0.19
C 8.2979 0.5100 -2.8981  -0.19
C 7.7091 0.5208 -1.6402  -0.20
H 6.2567 2.9886 -0.4866  0.25
H 5.3161 3.4258 0.9536  0.22
H 4.4229 3.5878 -1.9756  0.22
H 4.6995 4.9468 -0.8791  0.24
H 2.6439 5.8642 -0.2437  0.22
H 1.1996 4.8595 -0.2182  0.24
H 3.1922 7.0258 -2.2010  0.22
H 2.9538 7.4072 -4.6240  0.23
H 1.5957 5.8618 -5.9918  0.23
H 0.4784 3.9332 -4.9268  0.21
H 0.7298 3.5375 -2.5006  0.21
H 5.1735 -0.3499 0.0590  0.24
H 6.4386 0.7230 0.6300  0.23
H 4.4594 0.7059 -2.5650  0.19
H 5.5093 0.6888 -4.8011  0.21
H 7.9659 0.5674 -5.0139  0.23
H 9.3743 0.4586 -2.9872  0.23
H 8.3309 0.4756 -0.7541  0.22
N -1.6624 2.0736 2.5919  -0.76
C -2.1162 1.8230 1.3739  0.69
O -1.5765 1.0052 0.6023  -0.69
C -3.3385 2.5520 0.9003  -0.61
I -2.7244 4.1192 -0.4113  0.17
H -0.8530 1.5641 2.9271  0.45
H -2.1085 2.7610 3.1755  0.42
H -3.9127 2.9973 1.7065  0.25
H -3.9567 1.8788 0.3165  0.27
N -1.0177 -2.3837 -2.7054  -0.77
C -1.6858 -2.0728 -1.5901  0.69
O -1.3921 -1.1068 -0.8761  -0.69
C -2.8465 -2.9533 -1.2237  -0.62
I -2.1423 -4.5788 -0.0326  0.16
H -0.2456 -1.8102 -3.0034  0.41
H -1.2881 -3.1645 -3.2795  0.42
H -3.3437 -3.3826 -2.0882  0.25
H -3.5439 -2.3884 -0.6160  0.26
N 1.4669 1.5051 -7.0035  -0.75
C 0.3647 1.0169 -6.4122  0.05
S -0.9979 0.5772 -7.1978  -0.04
C 0.4711 0.8349 -4.9342  -0.04
C -0.5992 1.1839 -4.1129  -0.17
C -0.4990 0.9763 -2.7538  0.03
N 0.5796 0.4221 -2.1880  -0.50
C 1.6068 0.0860 -2.9670  0.03
C 1.6004 0.2822 -4.3401  -0.25
H 1.4512 1.6507 -8.0010  0.43
H 2.2128 1.9234 -6.4727  0.40
H -1.4969 1.6025 -4.5458  0.26
H -1.3092 1.2408 -2.0832  0.23
H 2.4605 -0.3617 -2.4706  0.22
H 2.4538 -0.0340 -4.9258  0.24

Summary:
- E_HOMO (alpha / beta) (eV) = -11.987 / -12.707
- 2S+1 = 6
- M (g/mol) = 1007.77
- orbital gap (alpha / beta) (eV) = 6.4830 / 5.7759
- ΔE to the lowest compared entry with this formula, charge and spin (eV) = 0.000
- net charge = +2

---

Record 5
Density functional theory data (ωB97M-V/def2-TZVPD) for a molecular structure, C19H23Cl5NPPt in a non-equilibrium geometry.

Each line ends with the Mulliken charge.
Atoms and positions in Å:
C 4.3246 2.1510 -0.9426  -0.80
C 3.5085 1.7721 -2.0037  -0.60
C 2.1908 1.3119 -1.8083  0.48
C 1.6950 1.3481 -0.4736  -0.18
C 2.5922 1.5377 0.5911  1.12
C 3.8826 2.0019 0.3630  -0.81
C 1.3429 1.0475 -3.0313  0.78
C 1.3064 -0.3018 -3.8457  -0.94
N 1.2698 -1.5936 -3.2211  0.35
Pt -0.3277 1.1725 0.0597  0.08
C 2.2452 1.1624 2.0018  -1.44
P 1.0189 -0.1555 1.8695  0.19
H 3.8750 1.8779 -3.0208  0.51
H 4.5508 2.1742 1.2104  0.47
H 5.3035 2.5961 -1.1262  0.41
H 1.8248 1.9962 2.5836  0.39
H 3.1102 0.7614 2.5530  0.58
H 0.3163 1.3203 -2.7470  -1.04
H 1.6586 1.7880 -3.7879  0.65
H 0.3633 -0.2845 -4.4142  0.58
C 0.5296 -0.6557 3.5007  -1.26
C 2.0324 -1.5554 1.2634  -1.14
H 2.1543 -0.3060 -4.5772  0.34
C 2.4234 -2.1077 -2.5483  -0.63
C -0.0054 -2.2351 -2.9657  -0.70
H -0.4101 0.9834 1.6720  -0.15
H 2.9916 -2.7990 -3.2030  0.32
H 3.0819 -1.2794 -2.2546  0.26
H 2.1063 -2.6807 -1.6631  0.25
H -0.1754 -3.0778 -3.6500  0.32
H -0.0287 -2.6275 -1.9371  0.30
H -0.8217 -1.5099 -3.1240  0.32
H 2.6460 -1.9075 2.1104  0.46
H 1.3727 -2.3556 0.9032  0.36
H 2.6998 -1.2488 0.4489  0.25
H 1.4253 -0.8830 4.1002  0.46
H -0.0507 0.1296 3.9975  0.38
H -0.1039 -1.5469 3.4325  0.41
H -0.4453 -0.3208 0.7062  0.06
Cl -1.9683 1.9503 -2.5656  -0.28
C -2.9411 1.6188 -1.1698  0.31
C -2.3660 1.1352 0.0127  -0.14
C -3.2289 0.6860 1.0230  0.87
Cl -2.6964 -0.3195 2.3033  -0.13
C -4.6212 0.9357 0.9549  -0.04
Cl -5.6590 0.4157 2.2117  -0.11
C -5.1710 1.5217 -0.2101  0.32
Cl -6.8125 1.9470 -0.2902  -0.06
C -4.3288 1.7667 -1.3136  -0.04
Cl -5.0054 2.1653 -2.8234  -0.11

Summary:
- E_HOMO (alpha / beta) (eV) = -12.851 / -14.242
- 2S+1 = 5
- M (g/mol) = 668.72
- orbital gap (alpha / beta) (eV) = 7.3149 / 4.7472
- ΔE to the lowest compared entry with this formula, charge and spin (eV) = 0.356
- net charge = +2

---

Record 6
Density functional theory data (ωB97M-V/def2-TZVPD) for a molecular structure, C36H28ClFeN7O in a non-equilibrium geometry.

Each line ends with the Mulliken charge.
Atoms and positions in Å:
Fe -0.7371 0.6126 -0.3253  -0.08
C 3.0603 -4.8773 0.1994  -1.57
C 2.4705 -3.5091 0.4149  0.50
C 3.2536 -2.3557 0.3723  -1.43
C 2.7049 -1.0985 0.5630  0.21
C 1.3457 -0.9349 0.8410  0.11
N 0.6750 0.2823 1.0281  0.73
C 1.2823 1.2801 1.7903  1.26
C 2.4414 1.0665 2.5566  -1.31
C 3.0315 2.0781 3.2912  -1.15
C 2.4893 3.3583 3.3463  0.17
C 3.1221 4.4577 4.1610  -1.57
C 1.2910 3.5519 2.6846  -0.38
C 0.7058 2.5423 1.9287  0.08
N -0.5906 2.7713 1.3743  0.59
C -1.1623 3.9650 1.1470  -0.16
C -2.5234 3.7774 1.0832  -1.26
C -2.6943 2.4087 1.2580  -0.11
N -1.5366 1.7732 1.4494  -0.62
C 0.5791 -2.0958 0.8874  -0.32
C 1.1132 -3.3534 0.6557  -0.57
N -0.7959 -1.9673 1.2213  -0.13
C -1.5353 -2.8051 1.9776  0.04
C -2.8346 -2.3595 1.9461  -1.43
C -2.7998 -1.2220 1.1317  -0.29
N -1.5680 -0.9931 0.7018  1.11
H 4.1467 -4.8319 0.1359  0.39
H 2.7977 -5.5489 1.0177  0.37
H 2.6842 -5.3271 -0.7233  0.30
H 4.3166 -2.4427 0.1732  0.34
H 3.3321 -0.2209 0.4873  0.90
H 2.8724 0.0782 2.5916  0.54
H 3.9355 1.8581 3.8483  0.39
H 4.1991 4.3151 4.2422  0.39
H 2.9387 5.4353 3.7160  0.39
H 2.7157 4.4766 5.1745  0.30
H 0.7780 4.5009 2.7867  0.52
H -0.5675 4.8574 1.0416  0.57
H -3.2796 4.5280 0.9283  0.56
H -3.6143 1.8450 1.2657  0.49
H 0.4595 -4.2195 0.6675  0.58
H -1.0760 -3.6273 2.5003  0.52
H -3.6858 -2.7880 2.4452  0.46
H -3.6061 -0.5655 0.8430  0.38
Cl -7.4482 0.5501 -2.7466  -0.20
C -5.7900 0.8663 -2.3493  -0.08
C -5.3858 2.1733 -2.0434  -0.56
C -4.0792 2.4440 -1.7121  -0.47
C -3.1223 1.4159 -1.6419  0.65
O -1.8838 1.6938 -1.2765  -0.87
C -3.5276 0.1295 -2.0237  -0.22
C -2.5098 -0.8506 -2.2398  0.21
N -1.3153 -0.7085 -1.8090  0.44
C -0.2600 -1.5366 -2.2312  -0.23
C -0.3118 -2.8294 -2.6619  -0.55
C 0.8707 -3.4549 -3.1243  -1.12
C 2.0524 -2.7700 -3.1809  -0.90
C 2.1165 -1.4250 -2.7382  1.12
C 3.2690 -0.6092 -2.8111  -0.56
C 3.2095 0.6783 -2.3624  -1.09
C 2.0147 1.1496 -1.7802  -0.14
N 0.9260 0.4223 -1.6968  -0.06
C 0.9592 -0.8415 -2.2124  0.89
C -4.8665 -0.1403 -2.3677  -0.95
H -6.1157 2.9715 -2.0731  0.44
H -3.7555 3.4511 -1.4915  0.56
H -2.7500 -1.6907 -2.8922  0.48
H -1.2466 -3.3762 -2.6583  0.51
H 0.8237 -4.4838 -3.4551  0.45
H 2.9511 -3.2422 -3.5592  0.46
H 4.1812 -1.0131 -3.2348  0.50
H 4.0621 1.3397 -2.4281  0.43
H 1.9590 2.1569 -1.3835  0.55
H -5.1616 -1.1465 -2.6421  0.50

Summary:
- E_HOMO (alpha / beta) (eV) = -9.556 / -9.553
- 2S+1 = 2
- M (g/mol) = 665.97
- orbital gap (alpha / beta) (eV) = 5.9494 / 6.0730
- net charge = +1